Record 1
2 unconnected molecules or ions with the total composition C4H12Si in a non-equilibrium geometry. Source: the OMol25 dataset; level of theory: the ωB97M-V functional and the def2-TZVPD basis.

Highest occupied orbital energy (spin up / spin down)   -8.348 / -8.350 eV
Orbital gap (spin up / spin down)   8.6 / 8.6 eV
ΔE to the lowest compared entry with this formula, charge and spin   354.46 kJ/mol
Net charge   0

Geometry (Å):
C -0.548 1.116 -1.120
C -1.355 0.089 0.984
C 1.785 0.749 0.906
C -0.357 0.045 -0.077
Si 0.154 -1.653 -0.714
H 0.257 1.066 -1.854
H -1.561 0.846 -1.477
H -0.451 2.087 -0.640
H -1.289 0.819 1.835
H -1.309 -0.823 1.571
H -2.368 0.073 0.527
H 2.525 0.011 1.456
H 2.254 0.870 -0.102
H 1.455 1.611 1.530
H -0.942 -2.561 -1.135
H 0.887 -2.579 0.306
H 0.862 -1.766 -1.996

=====

Record 2
A molecular structure, C4H13AlNO. Source: the OMol25 dataset; level of theory: the ωB97M-V functional and the def2-TZVPD basis.

Highest occupied orbital energy   -4.086 eV
Orbital gap   8.0 eV
Net charge   -1

Geometry (Å):
C 1.501 1.530 -0.434
C 1.919 0.078 -0.251
C 1.150 -0.663 0.866
N 0.148 -1.625 0.446
Al -1.433 -1.040 -0.361
C -2.382 0.272 0.844
O -1.082 -0.153 -1.889
H 0.414 1.589 -0.526
H 1.934 1.977 -1.331
H 1.803 2.130 0.431
H 1.734 -0.451 -1.188
H 2.995 0.039 -0.041
H 1.886 -1.134 1.534
H 0.631 0.091 1.472
H 0.603 -2.375 -0.066
H -2.352 -2.360 -0.686
H -1.898 1.256 0.802
H -2.382 -0.058 1.886
H -3.422 0.408 0.528
H -1.768 0.489 -2.035

=====

Which value of net charge does entry 2 give? -1

=====

Look up the net charge of the first one. 0

=====

Copy entry 1 word for word.
2 unconnected molecules or ions with the total composition C4H12Si in a non-equilibrium geometry. Source: the OMol25 dataset; level of theory: the ωB97M-V functional and the def2-TZVPD basis.

Highest occupied orbital energy (spin up / spin down)   -8.348 / -8.350 eV
Orbital gap (spin up / spin down)   8.6 / 8.6 eV
ΔE to the lowest compared entry with this formula, charge and spin   354.46 kJ/mol
Net charge   0

Geometry (Å):
C -0.548 1.116 -1.120
C -1.355 0.089 0.984
C 1.785 0.749 0.906
C -0.357 0.045 -0.077
Si 0.154 -1.653 -0.714
H 0.257 1.066 -1.854
H -1.561 0.846 -1.477
H -0.451 2.087 -0.640
H -1.289 0.819 1.835
H -1.309 -0.823 1.571
H -2.368 0.073 0.527
H 2.525 0.011 1.456
H 2.254 0.870 -0.102
H 1.455 1.611 1.530
H -0.942 -2.561 -1.135
H 0.887 -2.579 0.306
H 0.862 -1.766 -1.996

=====

Which formula does entry 2 have? C4H13AlNO